{
  "formula": "C11H19N3O4",
  "method": "ωB97M-V/def2-TZVPD",
  "elements": ["O", "O", "O", "O", "N", "N", "N", "C", "C", "C", "C", "C", "C", "C", "C", "C", "C", "C", "H", "H", "H", "H", "H", "H", "H", "H", "H", "H", "H", "H", "H", "H", "H", "H", "H", "H", "H"],
  "coordinates": [[-0.245, 0.153, 4.445], [1.194, 0.624, -0.189], [-0.375, -2.897, 1.957], [-0.235, -0.506, -3.799], [1.016, 0.316, 2.495], [1.050, 1.313, -3.004], [-0.714, -0.354, -0.580], [0.075, 0.390, -2.966], [0.674, 0.607, 3.778], [0.283, -0.132, 0.198], [0.212, -0.551, 1.607], [1.717, 1.488, 4.454], [-2.378, 0.235, -2.125], [-2.709, -1.062, -1.474], [-0.963, 0.513, -1.691], [2.124, 1.382, -4.063], [0.695, -2.039, 1.634], [-1.965, -0.959, -0.214], [-1.707, -1.984, 0.095], [-3.781, -1.087, -1.270], [1.381, -2.273, 2.466], [1.422, 2.519, 4.146], [-2.476, -0.432, 0.603], [-3.067, 0.962, -1.783], [2.960, 1.832, -3.616], [-0.788, 1.578, -1.504], [0.989, 2.075, -2.322], [-2.575, 0.103, -3.149], [-2.284, -2.036, -1.829], [1.842, 2.127, -4.814], [1.781, 0.746, 1.952], [2.747, 1.396, 4.047], [-0.297, -3.069, 2.886], [1.154, -2.260, 0.667], [-0.821, -0.574, 1.864], [1.756, 1.463, 5.559], [2.307, 0.396, -4.460]],
  "spin_multiplicity": 1,
  "smiles": "CNC(=O)[C@H]1CCCN1C(=O)[C@@H](CO)NC(C)=O",
  "e_homo_ev": -9.006,
  "largest_force_ha_per_bohr": 0.090,
  "e_above_lowest_kj_mol": 0.0
}